## w
# C28H82N6O10

A 10-piece molecular cluster, C28H82N6O10 overall (ωB97M-V/def2-TZVPD, the Open Molecules 2025 dataset).

Each atom is followed by the atoms it is bonded to, with distances in Å.
Cartesian coordinates (Å):
1 C 0.920 -20.319 2.123  H25 1.104, O46 1.402, H92 1.097, H125 1.109
2 C 5.502 -25.034 -0.290  C17 1.528, H51 1.083, H59 1.112, H62 1.073
3 C 2.419 -21.084 -2.884  H36 1.128, C69 1.519, O95 1.381, H123 1.111
4 C 1.102 -27.059 -0.771  H20 1.097, H29 1.105, H34 1.081, O83 1.428
5 C 1.804 -24.418 2.032  H6 1.085, H40 1.096, H84 1.077, O91 1.484
6 H 1.824 -24.315 3.111  C5 1.085
7 N 2.569 -21.900 -0.652  H27 0.994, H57 1.022, C69 1.446
8 H -2.649 -20.183 1.922  C109 1.087
9 H 0.936 -23.787 -1.456  C82 1.062
10 C -5.962 -23.653 -1.089  H37 1.081, O81 1.404, H103 1.073, H121 1.095
11 H -3.086 -27.986 2.371  C120 1.111
12 H -5.071 -26.000 -1.085  C93 1.115
13 H -7.445 -26.020 -1.520  C16 1.089
14 N 5.898 -26.853 1.344  C17 1.480, H67 0.984, H78 0.990
15 H -5.552 -26.145 5.550  C60 1.076
16 C -7.155 -26.388 -0.538  H13 1.089, N41 1.488, C61 1.526, C93 1.531
17 C 5.324 -25.502 1.154  C2 1.528, N14 1.480, H77 1.099, C89 1.517
18 H -0.828 -27.073 -0.334  O83 0.967
19 H -2.030 -22.987 2.929  O111 0.993
20 H 1.164 -27.891 -0.058  C4 1.097
21 O -1.970 -28.564 0.648  C66 1.418, C120 1.470
22 H 2.811 -18.615 -2.562  C23 1.062
23 C 3.677 -19.061 -2.985  H22 1.062, H33 1.086, O95 1.451, H119 1.107
24 H -2.664 -23.420 0.800  C98 1.102
25 H 0.652 -21.270 2.614  C1 1.104
26 H -1.287 -22.460 0.745  C98 1.086
27 H 2.601 -22.642 0.009  N7 0.994
28 H -7.702 -28.185 -1.291  N41 1.019
29 H 1.366 -27.507 -1.745  C4 1.105
30 H -2.258 -27.079 4.211  N87 1.012
31 H -3.995 -29.018 0.428  C66 1.102
32 C -6.836 -21.554 2.974  O68 1.428, H74 1.125, H90 1.072, H114 1.064
33 H 4.656 -18.732 -2.651  C23 1.086
34 H 1.821 -26.318 -0.451  C4 1.081
35 C -3.497 -19.779 5.229  O55 1.420, C85 1.559, H117 1.120, H126 1.088
36 H 1.606 -20.438 -2.443  C3 1.128
37 H -5.434 -22.726 -0.911  C10 1.081
38 C -0.643 -28.886 3.037  H52 1.066, H76 1.065, H94 1.117, C124 1.512
39 H -7.145 -25.233 5.425  C60 1.072
40 H 1.284 -25.357 1.812  C5 1.096
41 N -6.917 -27.843 -0.738  C16 1.488, H28 1.019, H88 0.994
42 H -1.827 -20.397 4.046  C85 1.084
43 H -8.162 -24.820 0.420  C61 1.090
44 H -4.263 -21.773 -2.477  C112 1.098
45 H -4.240 -24.788 2.513  N49 0.982
46 O 0.414 -20.186 0.822  C1 1.402, H110 0.963
47 H -9.219 -26.226 0.249  C61 1.115
48 H -3.371 -18.190 7.363  C58 1.083
49 N -4.510 -25.033 3.425  H45 0.982, C106 1.447, H118 0.987
50 H -4.382 -20.279 2.352  C109 1.117
51 H 4.738 -25.474 -0.918  C2 1.083
52 H 0.286 -28.869 3.558  C38 1.066
53 N -3.180 -21.925 3.945  H64 1.011, H70 1.012, C85 1.467
54 H -3.769 -20.123 -2.902  C112 1.073
55 O -3.023 -18.446 5.357  C35 1.420, C58 1.427
56 H -7.819 -23.952 3.219  C108 1.092
57 H 3.372 -21.293 -0.471  N7 1.022
58 C -3.651 -17.734 6.422  H48 1.083, O55 1.427, H99 1.081, H101 1.099
59 H 6.525 -25.233 -0.677  C2 1.112
60 C -6.103 -25.295 5.184  H15 1.076, H39 1.072, C106 1.532, H116 1.097
61 C -8.178 -25.907 0.488  C16 1.526, H43 1.090, H47 1.115, H71 1.127
62 H 5.382 -23.970 -0.359  C2 1.073
63 H -6.399 -25.931 3.137  C106 1.099
64 H -2.895 -22.366 4.809  N53 1.011
65 H 0.836 -23.363 -3.185  C82 1.095
66 C -3.099 -28.801 -0.176  O21 1.418, H31 1.102, H86 1.093, H102 1.097
67 H 5.471 -27.299 2.110  N14 0.984
68 O -6.393 -22.636 3.793  C32 1.428, C108 1.438
69 C 2.460 -22.338 -2.026  C3 1.519, N7 1.446, C82 1.537, H115 1.099
70 H -4.183 -22.006 4.049  N53 1.012
71 H -7.953 -26.133 1.569  C61 1.127
72 H -6.567 -23.731 2.079  C108 1.065
73 H -2.565 -26.632 1.275  C120 1.061
74 H -6.588 -20.624 3.557  C32 1.125
75 H -3.521 -18.828 2.775  C109 1.055
76 H -0.495 -29.603 2.265  C38 1.065
77 H 5.890 -24.831 1.816  C17 1.099
78 H 6.888 -26.820 1.369  N14 0.990
79 H 0.319 -22.210 -2.030  C82 1.131
80 H -1.555 -25.756 3.647  N87 1.030
81 O -5.606 -24.415 0.035  C10 1.404, C93 1.461
82 C 1.092 -23.022 -2.176  H9 1.062, H65 1.095, C69 1.537, H79 1.131
83 O -0.212 -26.500 -0.810  C4 1.428, H18 0.967
84 H 1.197 -23.664 1.558  C5 1.077
85 C -2.904 -20.485 3.972  C35 1.559, H42 1.084, N53 1.467, C109 1.534
86 H -2.920 -29.634 -0.862  C66 1.093
87 N -1.375 -26.752 3.840  H30 1.012, H80 1.030, C124 1.466
88 H -6.814 -28.406 0.075  N41 0.994
89 C 3.873 -25.593 1.587  C17 1.517, O91 1.390, H100 1.112, H104 1.101
90 H -7.899 -21.654 2.878  C32 1.072
91 O 3.178 -24.395 1.470  C5 1.484, C89 1.390
92 H 2.007 -20.194 2.208  C1 1.097
93 C -5.759 -25.845 -0.222  H12 1.115, C16 1.531, O81 1.461, H107 1.110
94 H -1.328 -29.420 3.739  C38 1.117
95 O 3.667 -20.499 -2.792  C3 1.381, C23 1.451
96 H -0.346 -26.942 2.039  C124 1.095
97 H -2.555 -21.376 -2.605  C112 1.089
98 C -1.601 -23.440 1.093  H24 1.102, H26 1.086, H105 1.109, O111 1.399
99 H -3.307 -16.709 6.441  C58 1.081
100 H 3.332 -26.383 1.022  C89 1.112
101 H -4.731 -17.730 6.219  C58 1.099
102 H -3.328 -27.891 -0.744  C66 1.097
103 H -5.568 -24.103 -1.980  C10 1.073
104 H 3.792 -25.899 2.641  C89 1.101
105 H -1.046 -24.254 0.584  C98 1.109
106 C -5.934 -25.093 3.675  N49 1.447, C60 1.532, H63 1.099, C108 1.571
107 H -5.304 -26.383 0.636  C93 1.110
108 C -6.735 -23.861 3.123  H56 1.092, O68 1.438, H72 1.065, C106 1.571
109 C -3.388 -19.867 2.654  H8 1.087, H50 1.117, H75 1.055, C85 1.534
110 H 0.842 -20.867 0.293  O46 0.963
111 O -1.408 -23.609 2.468  H19 0.993, C98 1.399
112 C -3.523 -20.979 -2.304  H44 1.098, H54 1.073, H97 1.089, O113 1.442
113 O -3.604 -20.663 -0.899  C112 1.442, H122 0.951
114 H -6.420 -21.550 1.995  C32 1.064
115 H 3.286 -22.936 -2.435  C69 1.099
116 H -5.697 -24.372 5.615  C60 1.097
117 H -4.609 -19.904 5.269  C35 1.120
118 H -4.063 -24.467 4.099  N49 0.987
119 H 3.624 -18.871 -4.074  C23 1.107
120 C -2.314 -27.578 1.683  H11 1.111, O21 1.470, H73 1.061, C124 1.540
121 H -7.043 -23.516 -1.189  C10 1.095
122 H -3.043 -19.917 -0.716  O113 0.951
123 H 2.194 -21.308 -3.948  C3 1.111
124 C -1.089 -27.504 2.614  C38 1.512, N87 1.466, H96 1.095, C120 1.540
125 H 0.420 -19.563 2.762  C1 1.109
126 H -3.121 -20.315 6.099  C35 1.088

**Structure (SMILES)**: COC[C@H](C)N.COC[C@H](C)N.COC[C@H](C)N.COC[C@H](C)N.COC[C@H](C)N.COC[C@H](C)N.CO.CO.CO.CO
**Kohn-Sham gap**: 9.5 eV
**HOMO**: -8.8 eV

## x
# C28H82N6O10

A 10-piece molecular cluster, C28H82N6O10 overall (ωB97M-V/def2-TZVPD, the Open Molecules 2025 dataset).

Each atom is followed by the atoms it is bonded to, with distances in Å.
Cartesian coordinates (Å):
1 H 7.338 1.005 -14.782  C66 1.090
2 C 7.823 -3.962 -8.616  H8 1.090, H25 1.090, H28 1.090, C106 1.520
3 H 2.496 0.169 -11.543  C73 1.090
4 C 0.347 -1.589 -10.836  H12 1.090, H98 1.090, H105 1.090, C121 1.547
5 H 3.572 2.431 -9.617  N71 1.010
6 H 12.496 -1.884 -12.724  N91 1.010
7 H 7.391 0.289 -7.443  C18 1.090
8 H 6.892 -3.869 -9.175  C2 1.090
9 H 6.294 -1.293 -9.805  C58 1.090
10 H 9.096 -2.801 -11.552  C99 1.090
11 O 7.858 3.283 -7.456  C77 1.430, H110 0.960
12 H 0.302 -2.178 -11.751  C4 1.090
13 H 0.749 0.960 -8.044  C112 1.090
14 H 4.119 0.430 -6.785  C27 1.090
15 H 5.895 4.071 -7.076  C77 1.090
16 O 1.794 -0.267 -6.635  C36 1.412, C112 1.379
17 H 10.967 4.073 -8.556  C53 1.090
18 C 8.222 -0.029 -6.813  H7 1.090, H55 1.090, H64 1.090, O103 1.455
19 H 4.221 2.117 -6.868  C27 1.090
20 O 4.417 4.685 -16.918  C30 1.393, H34 0.960
21 H 7.405 0.924 -9.793  C117 1.090
22 H 7.758 6.234 -12.381  C95 1.090
23 H 4.986 5.057 -15.013  C30 1.090
24 C 3.460 -0.663 -16.270  H38 1.090, H45 1.090, H49 1.090, O123 1.431
25 H 8.274 -4.946 -8.741  C2 1.090
26 O 1.435 1.839 -12.022  C73 1.413, C89 1.419
27 C 4.105 1.244 -7.510  H14 1.090, H19 1.090, C61 1.502, H124 1.090
28 H 8.564 -3.267 -9.011  C2 1.090
29 C 10.012 -0.688 -10.007  H50 1.090, H68 1.090, H80 1.090, O109 1.410
30 C 4.934 4.221 -15.710  O20 1.393, H23 1.090, H104 1.090, H126 1.090
31 H 8.750 7.568 -11.740  C95 1.090
32 H 8.484 6.681 -9.694  O96 0.960
33 H 6.664 -4.737 -5.711  N102 1.010
34 H 4.350 4.043 -17.629  O20 0.960
35 H -0.952 -0.139 -12.581  N120 1.010
36 C 0.730 -0.538 -5.747  O16 1.412, H47 1.090, H59 1.090, H65 1.090
37 H 2.005 2.044 -9.838  N71 1.010
38 H 3.164 -1.318 -17.089  C24 1.090
39 H 5.966 2.225 -13.068  C125 1.090
40 C 10.776 -2.996 -12.898  H41 1.090, C82 1.564, N91 1.518, C99 1.546
41 H 10.345 -2.467 -13.748  C40 1.090
42 O 10.961 3.291 -10.514  C53 1.396, H72 0.960
43 H 6.961 7.442 -11.355  C95 1.090
44 H 10.575 -4.902 -13.993  C82 1.090
45 H 2.664 -0.761 -15.532  C24 1.090
46 H 12.674 -3.169 -13.630  N91 1.010
47 H -0.189 -0.813 -6.265  C36 1.090
48 H 10.019 2.594 -8.838  C53 1.090
49 H 3.342 0.374 -16.583  C24 1.090
50 H 9.039 -1.031 -9.654  C29 1.090
51 H 6.478 4.378 -8.660  C77 1.090
52 H 7.811 0.604 -11.458  C117 1.090
53 C 10.914 3.146 -9.126  H17 1.090, O42 1.396, H48 1.090, H85 1.090
54 H 6.750 -2.028 -14.889  C93 1.090
55 H 9.118 0.520 -7.103  C18 1.090
56 H 0.537 0.437 -10.172  C121 1.090
57 H 3.071 1.783 -13.450  C89 1.090
58 C 5.875 -1.076 -10.787  H9 1.090, H67 1.090, H86 1.090, O87 1.420
59 H 0.572 0.213 -4.974  C36 1.090
60 H 6.363 0.114 -13.670  C66 1.090
61 C 2.856 1.045 -8.320  C27 1.502, N71 1.472, H81 1.090, C112 1.539
62 C 6.911 2.546 -11.163  N83 1.483, H111 1.090, C117 1.564, C125 1.529
63 H 2.849 3.304 -12.460  C89 1.090
64 H 7.993 0.151 -5.763  C18 1.090
65 H 1.029 -1.457 -5.243  C36 1.090
66 C 7.206 0.011 -14.354  H1 1.090, H60 1.090, H79 1.090, C93 1.514
67 H 6.576 -1.487 -11.514  C58 1.090
68 H 10.030 0.395 -9.880  C29 1.090
69 H 6.482 3.903 -12.892  C125 1.090
70 H 8.743 -0.559 -16.365  N88 1.010
71 N 2.700 2.259 -9.137  H5 1.010, H37 1.010, C61 1.472
72 H 10.080 3.431 -10.868  O42 0.960
73 C 1.549 0.430 -12.015  H3 1.090, O26 1.413, H118 1.090, C121 1.550
74 H 9.399 -4.624 -12.758  C82 1.090
75 H 1.739 2.920 -13.632  C89 1.090
76 H 7.601 2.665 -13.275  C125 1.090
77 C 6.816 4.247 -7.632  O11 1.430, H15 1.090, H51 1.090, H97 1.090
78 H 1.601 1.731 -6.750  C112 1.090
79 H 8.015 -0.179 -13.648  C66 1.090
80 H 10.803 -0.960 -9.309  C29 1.090
81 H 2.957 0.158 -8.946  C61 1.090
82 C 10.463 -4.527 -12.976  C40 1.564, H44 1.090, H74 1.090, H113 1.090
83 N 8.070 3.310 -10.643  C62 1.483, H92 1.010, H114 1.010
84 H 7.020 -2.207 -5.681  C122 1.090
85 H 11.738 2.476 -8.880  C53 1.090
86 H 4.913 -1.575 -10.910  C58 1.090
87 O 5.735 0.315 -11.037  C58 1.420, C117 1.503
88 N 8.357 -1.415 -15.991  H70 1.010, C93 1.471, H101 1.010
89 C 2.381 2.425 -12.903  O26 1.419, H57 1.090, H63 1.090, H75 1.090
90 H -0.651 1.283 -12.031  N120 1.010
91 N 12.282 -2.871 -12.748  H6 1.010, C40 1.518, H46 1.010
92 H 8.015 3.248 -9.637  N83 1.010
93 C 7.060 -1.101 -15.371  H54 1.090, C66 1.514, N88 1.471, C94 1.507
94 C 5.912 -0.698 -16.260  C93 1.507, H115 1.090, H116 1.090, O123 1.436
95 C 7.898 6.918 -11.544  H22 1.090, H31 1.090, H43 1.090, O96 1.404
96 O 8.179 6.129 -10.417  H32 0.960, C95 1.404
97 H 7.215 5.221 -7.350  C77 1.090
98 H -0.514 -1.729 -10.183  C4 1.090
99 C 10.129 -2.456 -11.602  H10 1.090, C40 1.546, O109 1.461, H119 1.090
100 H 6.432 -1.857 -7.325  C122 1.090
101 H 8.906 -1.793 -15.232  N88 1.010
102 N 6.583 -4.653 -6.714  H33 1.010, C106 1.499, H108 1.010
103 O 8.447 -1.450 -7.031  C18 1.455, C122 1.416
104 H 5.953 3.838 -15.753  C30 1.090
105 H 1.164 -1.764 -10.136  C4 1.090
106 C 7.616 -3.654 -7.141  C2 1.520, N102 1.499, H107 1.090, C122 1.542
107 H 8.536 -3.840 -6.587  C106 1.090
108 H 6.916 -5.545 -7.050  N102 1.010
109 O 10.268 -1.024 -11.352  C29 1.410, C99 1.461
110 H 7.931 3.185 -6.504  O11 0.960
111 H 6.022 2.941 -10.671  C62 1.090
112 C 1.630 0.863 -7.409  H13 1.090, O16 1.379, C61 1.539, H78 1.090
113 H 11.009 -5.210 -12.325  C82 1.090
114 H 7.884 4.290 -10.805  N83 1.010
115 H 5.910 -1.181 -17.237  C94 1.090
116 H 5.972 0.355 -16.536  C94 1.090
117 C 7.040 1.027 -10.815  H21 1.090, H52 1.090, C62 1.564, O87 1.503
118 H 1.461 0.020 -13.021  C73 1.090
119 H 10.578 -2.995 -10.767  C99 1.090
120 N -0.868 0.353 -11.703  H35 1.010, H90 1.010, C121 1.441
121 C 0.382 -0.070 -11.125  C4 1.547, H56 1.090, C73 1.550, N120 1.441
122 C 7.283 -2.202 -6.738  H84 1.090, H100 1.090, O103 1.416, C106 1.542
123 O 4.675 -1.001 -15.594  C24 1.431, C94 1.436
124 H 4.928 1.173 -8.221  C27 1.090
125 C 6.735 2.872 -12.647  H39 1.090, C62 1.529, H69 1.090, H76 1.090
126 H 4.370 3.407 -15.254  C30 1.090

**Structure (SMILES)**: COC[C@H](C)N.COC[C@H](C)N.COC[C@H](C)N.COC[C@H](C)N.COC[C@H](C)N.COC[C@H](C)N.CO.CO.CO.CO
**Kohn-Sham gap**: 9.6 eV
**HOMO**: -9.2 eV

The least stable of the structures above is x, whereas w is the most stable.